A molecular structure, C14H12F6IrN4O3SSe4. Source: the OMol25 dataset; level of theory: ωB97M-V with the def2-TZVPD basis set.

The geometry in XYZ format:
```
45
Properties=species:S:1:pos:R:3
Ir -1.641 -0.352 1.018
Se -3.849 0.005 1.790
Se -4.866 -1.774 2.728
Se -2.496 -3.179 3.493
Se -0.846 -1.933 2.606
N 2.805 -4.698 -4.431
C 2.557 -3.758 -3.431
C 2.175 -4.171 -2.154
C 1.891 -3.239 -1.172
C 1.989 -1.885 -1.458
C 2.365 -1.461 -2.724
C 2.648 -2.394 -3.706
S 1.596 -0.700 -0.214
O 2.306 0.508 -0.520
O 1.753 -1.339 1.059
N -0.027 -0.495 -0.389
C -0.529 0.453 -1.225
N 0.037 0.960 -2.315
C -0.640 1.934 -2.908
C -1.865 2.417 -2.461
C -2.405 1.789 -1.355
N -1.764 0.793 -0.774
H 3.036 -5.623 -4.111
H 3.394 -4.385 -5.184
H 2.103 -5.229 -1.934
H 1.602 -3.552 -0.178
H 2.429 -0.401 -2.926
H 2.942 -2.068 -4.696
H -0.179 2.357 -3.795
H -2.376 3.228 -2.956
H -3.366 2.060 -0.932
C -2.151 2.937 2.934
C -0.772 2.258 2.889
O -0.595 1.363 1.898
C -0.521 1.586 4.262
F 0.647 0.937 4.315
F -1.489 0.685 4.514
F -0.535 2.457 5.299
C 0.279 3.376 2.658
F 1.537 2.928 2.678
F 0.208 4.380 3.568
F 0.075 3.948 1.456
H -2.907 2.196 3.175
H -2.357 3.338 1.942
H -2.197 3.741 3.668
```

As for the expectation value of S²: 6.02. The largest force on an atom comes out at 0.0086 Eh/bohr. As for the multiplicity: 5. The frontier orbital gap (spin up / spin down) is 6.61 / 6.14 eV. The calculation puts the lowest unoccupied orbital energy (spin up / spin down) at 2.5 / 1.1 eV. The total charge is -1. The value obtained for the relative energy (zero: lowest compared OMol25 entry of this formula, charge and spin) is 0.0 kJ/mol.

From a Mulliken analysis of the wavefunction, the atomic charges in e read: number 1, Ir, carries 1.926; number 2, Se, carries -0.122; number 3, Se, carries -0.331; number 4, Se, carries -0.287; number 5, Se, carries -0.087; number 6, N, carries -0.574; number 7, C, carries 1.108; number 8, C, carries -0.725; number 9, C, carries -0.502; number 10, C, carries -0.463; number 11, C, carries -0.371; number 12, C, carries -0.684; number 13, S, carries 1.530; number 14, O, carries -0.707; number 15, O, carries -0.711; number 16, N, carries -0.481; number 17, C, carries 0.385; number 18, N, carries -0.350; number 19, C, carries -0.190; number 20, C, carries -0.851; number 21, C, carries 0.122; number 22, N, carries -0.432; number 23, H, carries 0.223; number 24, H, carries 0.222; number 25, H, carries 0.269; number 26, H, carries 0.484; number 27, H, carries 0.430; number 28, H, carries 0.256; number 29, H, carries 0.397; number 30, H, carries 0.385; number 31, H, carries 0.425; number 32, C, carries -1.820; number 33, C, carries 0.887; number 34, O, carries -0.877; number 35, C, carries 0.514; number 36, F, carries -0.246; number 37, F, carries -0.194; number 38, F, carries -0.302; number 39, C, carries 0.435; number 40, F, carries -0.232; number 41, F, carries -0.287; number 42, F, carries -0.271; number 43, H, carries 0.306; number 44, H, carries 0.355; number 45, H, carries 0.438